Record 1
ORCA calculation (ωB97M-V/def2-TZVPD) on C43H31AsN3O4PdS2 as an isolated structure at a distorted geometry.

## Properties
Electronic energy: -143740.7375 eV
Charge: -1
LUMO energy: 1.2 eV
Relative energy (zero: lowest compared OMol25 entry of this formula, charge and spin): 53.48 kcal/mol
Highest occupied orbital energy: -4.46 eV

Each line ends with the Löwdin charge.
Cartesian coordinates (Å):
Pd -0.65414 0.68904 -0.64335  0.5895
S -2.39264 1.58214 -1.95175  0.5938
C -3.91314 1.22834 -1.15315  -0.7002
C -4.93124 2.18284 -1.20345  -0.1378
C -6.17064 1.90294 -0.66545  -0.1109
C -6.42144 0.66384 -0.09325  -0.1111
C -5.41714 -0.28766 -0.04595  -0.1092
C -4.15624 -0.01726 -0.55395  -0.4008
As -2.63844 -1.25216 -0.38805  1.3303
C -3.64774 -2.96446 -0.44755  -0.3575
C -3.55994 -3.58736 -1.69315  -0.1286
C -4.17184 -4.80236 -1.93955  -0.0992
C -4.87394 -5.42776 -0.92285  -0.1089
C -4.95264 -4.83376 0.32645  -0.0998
C -4.34804 -3.60856 0.56625  -0.1286
C -2.38304 -0.93046 1.52265  -0.3660
C -2.31574 0.38384 1.98595  -0.1272
C -1.97944 0.64384 3.30385  -0.0911
C -1.72934 -0.40006 4.17955  -0.1125
C -1.79754 -1.70746 3.72815  -0.1023
C -2.10164 -1.96766 2.40305  -0.1284
H -4.72854 3.13634 -1.67005  0.0903
H -6.94934 2.65204 -0.68715  0.0920
H -7.39454 0.44264 0.32185  0.0889
H -5.61214 -1.25466 0.40235  0.0862
H -2.98694 -3.08806 -2.47165  0.0952
H -4.08504 -5.26576 -2.91335  0.0972
H -5.33554 -6.38886 -1.10085  0.0933
H -5.48344 -5.33676 1.12395  0.0953
H -4.42824 -3.15536 1.54825  0.0948
H -2.55994 1.21824 1.32405  0.0790
H -1.91464 1.66674 3.64765  0.0999
H -1.46664 -0.19356 5.20725  0.0906
H -1.60074 -2.52536 4.40845  0.0938
H -2.11284 -2.98876 2.03695  0.0916
C -0.50724 2.56724 0.02415  -0.1593
C -0.00034 3.66934 0.04995  -0.1358
C 0.58126 4.96254 0.00825  -0.2636
C 1.71466 5.14644 -0.78975  -0.0460
C 2.25526 6.40374 -0.95865  -0.1045
C 1.68616 7.49774 -0.32645  -0.1159
C 0.59196 7.31754 0.50455  -0.1016
C 0.04086 6.06074 0.67635  -0.0429
H 2.14776 4.28624 -1.28045  0.1031
H 3.11956 6.54154 -1.59355  0.0935
H 2.09596 8.48594 -0.48175  0.0908
H 0.16486 8.17104 1.01255  0.0948
H -0.81674 5.91404 1.31655  0.1106
O 0.09576 -1.07296 -2.09975  -0.0892
C 0.35436 -1.84706 -1.14885  -0.6969
O 0.11166 -1.53856 0.05245  -0.1441
C 0.94726 -3.18806 -1.42125  -0.1016
C 1.67036 -3.43446 -2.59115  0.0015
C 2.23966 -4.66786 -2.81405  0.0119
C 2.08116 -5.68546 -1.86455  -0.1724
C 1.32636 -5.45416 -0.70885  0.0153
C 0.77166 -4.21566 -0.49105  0.0059
N 2.70306 -6.93706 -2.04765  -0.3451
O 3.38126 -7.11616 -3.06775  0.0494
O 2.55986 -7.80196 -1.17365  0.0495
H 1.78656 -2.63816 -3.30965  0.1176
H 2.80806 -4.87806 -3.70695  0.1137
H 1.20236 -6.26706 -0.00845  0.1156
H 0.19726 -4.01346 0.40365  0.1173
S 5.86806 0.27274 -0.24265  0.9692
C 4.09206 0.35654 -0.22565  -0.5090
C 3.37976 0.18934 0.96535  -0.0590
C 2.02916 0.43984 0.97265  -0.0867
N 1.37086 0.85544 -0.11375  -0.0553
C 2.04106 0.98284 -1.27145  -0.1204
C 3.38726 0.72964 -1.37305  -0.0653
C 6.04286 1.85854 0.57635  -0.5132
C 5.94016 3.04424 -0.14385  -0.0741
C 6.01056 4.23704 0.55155  -0.1434
N 6.16596 4.31524 1.86675  0.0608
C 6.25246 3.17944 2.54325  -0.1487
C 6.20226 1.92754 1.95675  -0.0862
H 3.88956 -0.10396 1.86955  0.1057
H 1.43946 0.32334 1.87195  0.1279
H 1.46126 1.32994 -2.13045  0.1229
H 3.90016 0.85064 -2.31325  0.1054
H 5.81676 3.03154 -1.21615  0.1055
H 5.94826 5.18824 0.03765  0.1048
H 6.37506 3.28604 3.61445  0.1044
H 6.29066 1.02884 2.54765  0.1014

Record 2
ORCA calculation (ωB97M-V/def2-TZVPD) on C43H31BrN6O2PdSb as an isolated structure at a distorted geometry.

## Properties
Electronic energy: -138183.6985 eV
Charge: +1
LUMO energy: -4.6 eV
Relative energy (zero: lowest compared OMol25 entry of this formula, charge and spin): 26.23 kcal/mol
Highest occupied orbital energy: -10.14 eV

Each line ends with the Löwdin charge.
Cartesian coordinates (Å):
Pd -0.64776 -0.05591 1.34426  0.9502
C 1.36875 -3.84702 1.90014  -0.0839
C 0.35041 -2.90870 1.87075  -0.1023
N 0.56887 -1.68629 1.39288  0.0236
C 1.82448 -1.36846 0.94436  -0.1522
C 2.82473 -2.34677 1.03168  -0.0510
N 2.60008 -3.55165 1.49149  0.1295
C 1.99068 -0.01905 0.44108  -0.1780
C 3.17236 0.58329 0.05593  0.0850
C 3.20060 1.95270 -0.26709  -0.0908
C 2.02028 2.68983 -0.08286  0.0876
C 0.84593 2.04944 0.26773  -0.1522
N 0.83226 0.69129 0.39182  0.0139
C -0.41251 2.66537 0.60693  -0.1506
C -0.76745 4.00826 0.39265  -0.0606
N -1.92026 4.50421 0.75481  0.1232
C -2.79905 3.68514 1.34876  -0.0613
C -2.51839 2.34841 1.55582  -0.0656
N -1.34064 1.83322 1.19611  0.0092
C 4.42824 2.60184 -0.72722  -0.1582
C 4.43595 3.93395 -1.15822  0.0031
C 5.62627 4.50507 -1.57368  -0.1192
N 6.76898 3.84827 -1.60450  0.0803
C 6.78017 2.58860 -1.21546  -0.1188
C 5.65160 1.92383 -0.76784  0.0042
H 1.20722 -4.84933 2.26257  0.1247
H -0.64834 -3.12928 2.23086  0.1290
H 3.83868 -2.13005 0.72985  0.1270
H 4.07228 -0.00473 0.02878  0.1101
H 2.02275 3.76313 -0.16286  0.1123
H -0.08486 4.68637 -0.09903  0.1282
H -3.73916 4.12353 1.64106  0.1223
H -3.23172 1.66182 2.00050  0.1311
H 3.53877 4.53078 -1.17484  0.1029
H 5.66068 5.53590 -1.89624  0.1154
H 7.73560 2.08561 -1.26054  0.1156
H 5.74802 0.90073 -0.44419  0.1025
Br 0.54467 -2.42254 5.32482  0.8291
C -0.89448 -1.42105 6.05890  -0.5823
C -1.20226 -1.54122 7.40200  -0.1096
C -2.26128 -0.81241 7.91813  -0.0674
C -3.03753 -0.02148 7.08691  -0.0666
C -2.73453 0.07988 5.74100  -0.0181
C -1.64341 -0.60264 5.22135  -0.1865
C -1.20218 -0.36768 3.81535  -0.6894
O -0.08421 0.15872 3.64221  -0.0582
O -1.96107 -0.68008 2.84754  -0.1171
H -0.61383 -2.18913 8.03366  0.1045
H -2.48332 -0.87561 8.97219  0.1104
H -3.87145 0.52947 7.48969  0.1072
H -3.32182 0.70058 5.08306  0.1155
C -4.59969 -3.24869 -4.65484  -0.0813
C -4.34114 -1.89166 -4.75117  -0.0786
C -3.62519 -1.24335 -3.75653  -0.1325
C -3.15894 -1.96064 -2.66881  -0.3658
C -3.46160 -3.30564 -2.54177  -0.1471
C -4.16861 -3.95264 -3.54341  -0.0824
Sb -1.88611 -0.95634 -1.18241  1.5014
C -1.54971 0.84508 -2.32572  -0.4008
C -2.14880 2.03066 -1.92670  -0.1619
C -1.93568 3.19726 -2.64140  -0.0882
C -1.11018 3.18468 -3.75177  -0.0734
C -0.52978 1.99809 -4.16695  -0.0680
C -0.76832 0.82431 -3.47251  -0.1383
C -0.06904 -2.04306 -1.63705  -0.3786
C 1.09913 -1.41258 -2.03895  -0.1671
C 2.25765 -2.14845 -2.23146  -0.0897
C 2.27361 -3.51048 -1.98559  -0.0826
C 1.11644 -4.13882 -1.55664  -0.0791
C -0.04709 -3.40920 -1.38959  -0.1411
H -5.14285 -3.75535 -5.43897  0.1063
H -4.69650 -1.33142 -5.60356  0.1059
H -3.42800 -0.18364 -3.83927  0.0858
H -3.15373 -3.85963 -1.66543  0.0839
H -4.38419 -5.00747 -3.45143  0.1060
H -2.79889 2.04129 -1.06131  0.0811
H -2.41493 4.11322 -2.33151  0.1063
H -0.93075 4.09787 -4.29895  0.1078
H 0.09779 1.97898 -5.04546  0.1094
H -0.35666 -0.11096 -3.82928  0.1008
H 1.11584 -0.34379 -2.20642  0.0833
H 3.15472 -1.64932 -2.56644  0.1092
H 3.17953 -4.08100 -2.12004  0.1114
H 1.12222 -5.19626 -1.34151  0.1125
H -0.94833 -3.90925 -1.06024  0.0881

These records have HOMO-LUMO gap values of 5.65 5.56 eV, in the order they appear.